192
Properties=species:S:1:pos:R:3:lowdin_charge:R:1 method="wB97M-V/def2-TZVPD" charge=0 smiles="CCOC(=O)C(F)(F)F.CCOC(=O)C(F)(F)F.CCOC(=O)C(F)(F)F.CCOC(=O)C(F)(F)F.CCOC(=O)C(F)(F)F.CCN(CC)CC.CCN(CC)CC.CCN(CC)CC.CCN(CC)CC.CCN(CC)CC.CCCC#N" multiplicity=1 homo_energy_ev=-7.77 homo_lumo_gap_ev=8.25
C 18.3424 9.1573 11.7795 -0.123
C 18.6402 10.4079 12.5263 -0.250
C 17.4207 11.3745 12.6598 -0.165
C 16.2121 10.5761 12.7951 -0.213
N 15.2407 9.9561 13.0477 0.188
H 18.0177 9.3273 10.7119 0.107
H 17.6899 8.4539 12.3086 0.074
H 19.2373 8.5180 11.7019 0.073
H 19.3291 10.9891 11.9073 0.096
H 19.1821 10.3873 13.5126 0.114
H 17.3511 12.0759 11.8526 0.108
H 17.5130 12.0825 13.5040 0.089
C 15.1858 18.8629 17.5717 -0.076
C 14.4030 19.8927 18.4315 -0.225
N 14.5861 21.2750 17.9452 -0.179
C 13.3503 21.8829 17.3859 -0.241
C 13.0225 21.4527 15.9731 -0.065
C 15.1043 22.1752 19.0221 -0.267
C 15.9170 23.3323 18.4845 -0.098
H 16.2272 18.9986 17.5285 0.039
H 14.8015 18.7787 16.5706 0.047
H 15.0758 17.9152 18.1529 0.084
H 13.3608 19.5879 18.4072 0.103
H 14.6360 19.8860 19.4934 0.103
H 12.5804 21.5958 18.0887 0.107
H 13.5053 22.9562 17.3951 0.104
H 13.8744 21.7092 15.3720 0.048
H 12.6899 20.4595 15.7599 0.048
H 12.2613 22.1438 15.5673 0.087
H 15.7219 21.5736 19.7147 0.114
H 14.2585 22.6197 19.6304 0.123
H 15.9989 24.0453 19.3601 0.092
H 15.4676 23.8786 17.6869 0.054
H 16.9287 23.0034 18.2917 0.065
C 12.1622 9.4762 11.6501 -0.099
C 11.4203 10.6876 11.0868 -0.253
N 12.4568 11.6131 10.5605 -0.196
C 12.9924 11.2472 9.2487 -0.240
C 14.5321 11.3926 9.1813 -0.072
C 12.0467 12.9944 10.7248 -0.250
C 10.8470 13.4696 9.8435 -0.066
H 12.8423 8.9493 10.9331 0.075
H 11.4644 8.7159 12.0168 0.064
H 12.8188 9.9759 12.4445 0.056
H 10.7246 10.4679 10.3134 0.097
H 10.9633 11.2305 11.9542 0.104
H 12.4769 11.8415 8.4826 0.098
H 12.8421 10.1811 8.9740 0.117
H 14.9821 10.5864 9.7543 0.058
H 14.8149 12.3355 9.6446 0.061
H 14.8990 11.3314 8.1974 0.048
H 11.7087 13.0828 11.7422 0.064
H 12.8827 13.6892 10.5355 0.099
H 11.1645 13.3388 8.8306 0.045
H 9.9155 12.9076 10.0827 0.082
H 10.6353 14.5133 9.9769 0.054
C 23.0602 13.9790 17.7778 -0.052
C 21.8765 14.5155 16.9303 -0.257
N 21.6552 15.9305 16.9776 -0.212
C 22.4791 16.7734 16.1674 -0.233
C 22.3160 16.5002 14.6622 -0.054
C 21.3367 16.5017 18.2240 -0.258
C 20.3218 17.6821 18.1062 -0.067
H 23.1854 12.8282 17.7031 0.093
H 22.9679 14.3203 18.8219 0.072
H 23.9452 14.3756 17.4178 0.030
H 21.9555 14.2496 15.8676 0.073
H 21.0098 14.0747 17.3362 0.086
H 22.1893 17.7885 16.3077 0.091
H 23.4733 16.6468 16.5293 0.107
H 22.7086 17.2983 14.0914 0.047
H 22.7504 15.5363 14.3479 0.077
H 21.2307 16.4163 14.5346 0.068
H 22.1935 16.9437 18.7673 0.114
H 20.9079 15.8023 18.9175 0.111
H 20.3282 18.3215 17.2241 0.055
H 20.4775 18.2860 18.9977 0.066
H 19.3055 17.3151 18.1792 0.045
C 18.8996 18.2391 11.1580 -0.049
C 19.8523 17.8500 9.9940 -0.250
N 21.0301 17.1562 10.3657 -0.206
C 20.8325 15.9050 11.0730 -0.266
C 19.9830 15.0014 10.2327 -0.098
C 22.0020 17.9934 11.0511 -0.277
C 22.5467 19.1505 10.3000 -0.092
H 18.4232 17.3839 11.6133 0.050
H 18.0721 18.8376 10.8029 0.067
H 19.3737 18.8819 11.9016 0.052
H 19.2830 17.3138 9.2521 0.095
H 20.2402 18.7226 9.4569 0.109
H 21.8015 15.5027 11.1756 0.103
H 20.2572 16.0236 12.0458 0.107
H 19.0476 15.5346 9.9082 0.075
H 20.5272 14.8211 9.3021 0.078
H 19.7801 13.9540 10.5749 0.075
H 22.8193 17.3189 11.3400 0.114
H 21.5214 18.1814 12.0299 0.102
H 22.6187 18.9577 9.2565 0.064
H 23.5050 19.5038 10.7146 0.082
H 21.8867 20.0787 10.2985 0.090
C 14.7810 14.4093 13.2546 -0.073
C 16.2038 15.0036 13.2188 -0.255
N 17.1437 14.4724 14.1768 -0.173
C 18.5382 14.5883 13.7973 -0.294
C 19.5513 13.7947 14.5690 -0.067
C 16.9625 14.9981 15.5335 -0.213
C 17.5668 16.3806 15.8062 -0.075
H 14.2851 14.6515 14.1973 0.042
H 14.7086 13.3154 13.0967 0.070
H 14.2420 14.8331 12.3758 0.069
H 16.5143 14.9860 12.1549 0.119
H 16.1329 16.1131 13.3892 0.110
H 18.6624 14.3163 12.7560 0.094
H 18.9234 15.5779 13.7782 0.075
H 19.6403 13.9212 15.6642 0.073
H 19.2575 12.7202 14.4744 0.068
H 20.5206 13.8343 14.0301 0.080
H 17.3655 14.2071 16.2613 0.127
H 15.8723 15.1373 15.6772 0.109
H 18.6457 16.3669 15.7358 0.045
H 17.3604 16.7455 16.8120 0.059
H 17.3197 17.1594 15.0347 0.087
C 16.0038 20.5510 13.7472 -0.023
C 16.6280 20.9222 15.1439 -0.087
O 18.1163 20.6465 15.0642 0.025
C 18.8702 21.4611 14.3483 -0.403
O 18.5918 22.4771 13.7549 0.153
C 20.3576 20.9429 14.3336 -0.506
F 21.2113 21.8964 14.7564 0.152
F 20.6156 19.8352 15.0914 0.130
F 20.5821 20.7587 13.0406 0.159
H 14.9593 20.7065 13.7806 0.037
H 16.1831 19.5199 13.5370 0.064
H 16.3357 21.1397 12.9594 0.058
H 16.2612 20.3322 15.9578 0.063
H 16.5091 21.9034 15.4489 0.088
C 21.8320 9.6927 17.2139 -0.048
C 21.1256 10.4976 16.1630 -0.209
O 21.7322 10.1898 14.9203 0.036
C 22.2203 11.1926 14.2183 -0.385
O 22.3793 12.3099 14.5915 0.154
C 22.5294 10.7222 12.7572 -0.499
F 22.2135 11.7194 11.8618 0.116
F 23.8445 10.5595 12.6600 0.167
F 21.9976 9.6035 12.2556 0.163
H 22.8349 10.1103 17.4708 0.091
H 21.9773 8.7084 16.8666 0.065
H 21.2343 9.7634 18.1402 0.094
H 21.1675 11.5432 16.2833 0.092
H 20.0824 10.1483 16.1323 0.127
C 12.8208 17.6102 14.5344 -0.052
C 11.9500 18.2855 13.4860 -0.173
O 12.2795 17.7194 12.1916 0.017
C 13.2633 18.3083 11.4509 -0.306
O 13.9488 19.2921 11.6985 0.135
C 13.4864 17.5473 10.0733 -0.618
F 13.0186 16.3019 10.1237 0.155
F 12.7948 18.1349 9.1453 0.208
F 14.7607 17.5576 9.8101 0.204
H 12.4780 17.8533 15.5688 0.090
H 13.8458 17.7921 14.3234 0.057
H 12.6350 16.5129 14.5489 0.071
H 12.1284 19.3019 13.4978 0.085
H 10.9043 18.0967 13.6966 0.130
C 11.4758 13.1603 14.5299 -0.043
C 10.8251 12.6697 15.8979 -0.145
O 11.4085 13.4499 16.9852 -0.020
C 11.0653 14.7383 17.2771 -0.306
O 10.2318 15.4261 16.6812 0.115
C 11.7742 15.2838 18.6083 -0.532
F 11.6337 14.4304 19.5984 0.186
F 13.1235 15.4282 18.4055 0.124
F 11.1923 16.4293 18.9403 0.172
H 11.1394 14.2480 14.3413 0.100
H 11.2244 12.5749 13.6141 0.052
H 12.5679 13.1486 14.6290 0.043
H 11.1042 11.6177 16.1757 0.125
H 9.7854 12.8745 15.8451 0.103
C 13.7437 10.6432 15.9887 -0.059
C 15.2514 10.6085 16.1476 -0.170
O 15.5201 11.3722 17.3255 0.040
C 16.7247 11.6293 17.6920 -0.437
O 17.7502 11.3945 17.1035 0.149
C 16.6088 12.4061 19.0065 -0.481
F 16.1097 11.5832 19.9725 0.146
F 17.7860 12.9468 19.4528 0.133
F 15.7676 13.4438 18.8633 0.155
H 13.3233 10.1625 15.1009 0.071
H 13.3254 11.6824 16.0705 0.068
H 13.2265 10.1381 16.7831 0.072
H 15.7674 11.0442 15.2747 0.102
H 15.5915 9.5957 16.3716 0.139

=====

85
Properties=species:S:1:pos:R:3:mulliken_spin:R:1 method="wB97M-V/def2-TZVPD" charge=-2 multiplicity=2 homo_energy_ev="1.03 / 0.39" homo_lumo_gap_ev="2.99 / 3.61"
Ti 0.5251 -0.6432 -0.5902 0.231
C -3.4579 -4.2040 0.8071 0.001
N -2.1450 -3.6038 0.8562 0.003
C -1.2151 -3.7176 1.8622 -0.002
C -0.2189 -2.8550 1.5565 0.005
N -0.5307 -2.1894 0.3949 0.004
C -1.6998 -2.6644 -0.0086 0.008
P -2.3330 -2.4135 -1.7029 0.000
C -0.7939 -2.5666 -2.5705 0.015
N 0.3600 -1.9299 -2.2438 -0.006
C 1.2973 -2.3121 -3.1791 0.006
C 0.7389 -3.1717 -4.0695 0.000
N -0.5778 -3.3479 -3.6898 0.003
C -1.5711 -4.1678 -4.3120 0.001
C -2.3067 -0.5602 -1.6238 -0.007
N -1.1848 0.1614 -1.5227 0.008
C -1.4649 1.3904 -2.0797 -0.009
C -2.7645 1.4321 -2.4675 0.013
N -3.2955 0.1966 -2.1825 -0.006
C -4.6763 -0.2055 -2.2997 -0.001
H -3.6325 -4.7643 1.7226 0.000
H -4.2224 -3.4340 0.7214 0.000
H -3.5445 -4.8753 -0.0488 0.000
H -1.3469 -4.3886 2.6954 0.000
H 0.7032 -2.6787 2.0787 0.001
H 2.3099 -1.9405 -3.1561 0.000
H 1.1534 -3.6777 -4.9259 0.000
H -1.1127 -4.7567 -5.1049 0.000
H -2.0238 -4.8409 -3.5738 0.000
H -2.3772 -3.5579 -4.7393 -0.001
H -0.7230 2.1599 -2.1819 -0.003
H -3.3497 2.2221 -2.9095 0.000
H -5.3031 0.6803 -2.3827 0.000
H -4.8326 -0.8390 -3.1783 0.000
H -4.9771 -0.7632 -1.4153 0.000
O 3.9569 -0.3676 -2.5112 0.012
C 4.2420 0.9454 -2.7256 0.085
C 5.3845 1.2330 -3.4541 -0.044
C 5.7480 2.5503 -3.7307 0.149
C 4.9586 3.5888 -3.2459 -0.092
C 3.8286 3.3152 -2.4925 0.142
C 3.4232 1.9906 -2.2130 -0.060
C 2.2166 1.7336 -1.4453 0.245
O 1.7128 0.4820 -1.4208 -0.042
N 1.6836 2.8148 -0.8615 0.025
N 0.4815 2.7553 -0.2853 -0.055
C 0.0337 3.9364 -0.0017 0.206
S 1.0440 5.3660 -0.4391 0.035
C -0.2328 6.5655 0.0789 0.006
C -1.5829 5.9183 -0.1537 0.015
S -1.5196 4.3163 0.7041 0.047
H 3.1576 -0.3939 -1.9596 -0.001
H 5.9932 0.4003 -3.7895 -0.004
H 6.6400 2.7587 -4.3117 0.022
H 5.2272 4.6186 -3.4582 -0.006
H 3.2159 4.1113 -2.0921 0.051
H -0.0994 7.4754 -0.5138 -0.003
H -0.0994 6.7967 1.1362 0.000
H -1.7449 5.7347 -1.2173 -0.006
H -2.4145 6.4960 0.2556 0.007
C -1.5988 2.2527 5.9718 0.000
C -2.0957 1.9932 4.5607 -0.001
O -0.9979 1.5903 3.7516 0.002
P -1.0377 0.2066 2.8877 -0.002
S 0.7514 0.2169 2.0090 -0.001
S -2.8056 -0.0976 2.0938 -0.001
O -0.9967 -0.8829 4.1263 0.000
C 0.1789 -0.9819 4.9269 0.000
C -0.1823 -1.7429 6.1869 0.000
H -2.4037 2.6677 6.5863 0.000
H -0.7689 2.9628 5.9447 0.000
H -1.2457 1.3249 6.4297 0.000
H -2.5111 2.9056 4.1273 0.002
H -2.8757 1.2291 4.5518 0.000
H 0.5554 0.0162 5.1689 0.000
H 0.9621 -1.4993 4.3678 0.000
H -0.9886 -1.2339 6.7200 0.000
H 0.6892 -1.8197 6.8418 0.000
H -0.5237 -2.7496 5.9315 0.000
B 4.2785 -3.4374 0.5042 0.001
C 3.0799 -2.4575 0.2000 0.010
N 2.1837 -1.7575 -0.0048 -0.007
H 5.3131 -2.8304 0.3087 0.001
H 4.1969 -3.7977 1.6668 0.000
H 4.1819 -4.3926 -0.2476 0.000

=====

Number 1: molecular weight 1285.45 g mol⁻¹. Number 2: molecular weight 800.55 g mol⁻¹.